No. 1
Molecular formula: C50H69IN11O5P
Method: DFT, ωB97M-V/def2-TZVPD

Geometry (Å):
C 4.390 -1.378 -0.842
C 4.041 -0.904 0.689
C 3.009 0.378 0.795
I 3.521 2.039 -0.574
C 1.427 -0.136 0.612
O 1.232 -0.994 -0.403
O 0.423 0.325 1.575
C -0.816 0.794 0.946
C -1.811 -0.436 0.417
C -3.406 -0.126 0.624
C -4.113 -1.566 1.029
C -4.337 -2.584 -0.242
O -3.095 -3.169 -0.785
C -3.218 -3.385 -2.236
O -2.787 -4.567 -2.730
P -0.589 2.141 -0.401
N -0.836 1.498 -2.054
O -1.995 3.201 -0.160
H 5.555 -1.313 -1.071
H 3.752 -0.819 -1.678
H 4.120 -2.531 -0.979
H 5.090 -0.692 1.216
H 3.610 -1.864 1.243
H 3.075 0.801 1.900
H -1.443 1.321 1.815
H -1.645 -0.650 -0.737
H -1.536 -1.406 1.023
H -3.918 0.408 -0.299
H -3.485 0.574 1.583
H -5.184 -1.297 1.456
H -3.520 -2.042 1.934
H -5.039 -3.458 0.159
H -4.943 -2.060 -1.119
H -3.640 -2.572 -2.998
H -0.295 2.157 -2.681
H -1.855 1.643 -2.320
H -2.504 2.912 0.662
C -1.043 3.591 5.786
C -1.353 2.592 4.833
C -0.196 2.309 4.143
N 0.801 3.105 4.643
C 0.295 3.887 5.649
H -1.721 4.045 6.496
H -2.317 2.128 4.668
H 0.003 1.611 3.340
H 1.760 3.114 4.321
H 0.929 4.586 6.179
C 6.293 -4.029 4.203
C 6.651 -5.277 3.638
C 5.723 -5.567 2.663
N 4.815 -4.540 2.624
C 5.158 -3.596 3.556
H 6.809 -3.504 4.996
H 7.494 -5.897 3.912
H 5.630 -6.414 1.997
H 4.018 -4.488 2.003
H 4.566 -2.699 3.679
C -1.139 -8.278 0.147
C -2.500 -8.546 0.430
C -3.256 -7.719 -0.370
N -2.399 -6.958 -1.122
C -1.106 -7.295 -0.817
H -0.276 -8.751 0.597
H -2.886 -9.266 1.139
H -4.327 -7.606 -0.468
H -2.678 -6.257 -1.797
H -0.276 -6.808 -1.310
C -6.143 4.869 2.677
C -6.864 4.931 1.461
C -5.955 4.784 0.437
N -4.710 4.640 0.993
C -4.816 4.685 2.359
H -6.548 4.948 3.677
H -7.931 5.068 1.344
H -6.086 4.772 -0.637
H -3.849 4.519 0.476
H -3.940 4.584 2.985
C 3.295 -10.990 -1.304
C 3.265 -10.522 -2.640
C 2.013 -9.994 -2.862
N 1.285 -10.131 -1.709
C 2.060 -10.733 -0.752
H 4.128 -11.463 -0.800
H 4.071 -10.565 -3.362
H 1.579 -9.535 -3.740
H 0.326 -9.834 -1.583
H 1.668 -10.927 0.237
C -4.941 10.227 2.834
C -4.323 9.746 4.013
C -4.414 8.372 3.993
N -5.070 8.008 2.846
C -5.390 9.132 2.130
H -5.046 11.261 2.531
H -3.860 10.337 4.792
H -4.071 7.624 4.696
H -5.284 7.058 2.570
H -5.910 9.057 1.185
C -0.201 -3.770 -3.990
C 0.747 -2.726 -3.866
C 1.425 -2.643 -5.062
N 0.922 -3.603 -5.901
C -0.073 -4.292 -5.257
H -0.902 -4.104 -3.236
H 0.917 -2.102 -2.998
H 2.221 -1.986 -5.386
H 1.236 -3.776 -6.847
H -0.603 -5.093 -5.755
C -0.049 -4.332 4.266
C 0.815 -4.480 3.155
C 0.910 -3.250 2.542
N 0.131 -2.367 3.243
C -0.454 -3.016 4.299
H -0.343 -5.102 4.968
H 1.314 -5.386 2.836
H 1.464 -2.929 1.670
H 0.007 -1.389 3.016
H -1.107 -2.488 4.980
C 3.751 5.541 -2.335
C 2.378 5.456 -2.004
C 1.849 6.722 -2.119
N 2.856 7.569 -2.502
C 4.019 6.856 -2.642
H 4.468 4.730 -2.349
H 1.833 4.567 -1.714
H 0.845 7.092 -1.959
H 2.757 8.563 -2.659
H 4.934 7.345 -2.946
C 2.678 8.266 -7.781
C 3.823 9.039 -7.475
C 4.181 8.747 -6.178
N 3.289 7.828 -5.689
C 2.372 7.524 -6.662
H 2.136 8.250 -8.718
H 4.332 9.734 -8.130
H 4.990 9.115 -5.562
H 3.306 7.435 -4.757
H 1.582 6.809 -6.474

Properties
**Highest occupied orbital energy**: -0.2914 Ha
**Charge**: 0
**SMILES string**: CC[C@@H](I)C(=O)O[C@H](CCCCOC=O)P(N)O.c1cc[nH]c1.c1cc[nH]c1.c1cc[nH]c1.c1cc[nH]c1.c1cc[nH]c1.c1cc[nH]c1.c1cc[nH]c1.c1cc[nH]c1.c1cc[nH]c1.c1cc[nH]c1
**Kohn-Sham gap**: 7.09 eV

No. 2
Molecular formula: C50H71BiBrN8O4
Method: DFT, ωB97M-V/def2-TZVPD

Geometry (Å):
Bi -0.207 0.870 -0.941
C 2.979 1.389 5.350
C 3.958 0.538 4.515
C 3.963 -0.902 5.044
C 5.365 1.120 4.688
C 3.478 0.579 3.067
C 2.324 -0.017 2.722
C 1.806 0.111 1.392
N 0.695 -0.362 0.940
C -0.220 -1.257 1.433
C -0.482 -1.591 2.774
C -1.261 -2.675 3.081
C -1.691 -3.475 1.999
C -1.497 -3.169 0.663
C -0.887 -1.915 0.353
O -0.845 -1.387 -0.849
C -1.824 -4.187 -0.438
C -2.335 -5.512 0.125
C -0.517 -4.483 -1.203
C -2.878 -3.644 -1.405
C -1.589 -3.003 4.538
C -2.528 -1.919 5.093
C -2.274 -4.361 4.690
C -0.297 -3.019 5.375
C 2.627 0.800 0.340
O 2.242 0.773 -0.848
C 3.888 1.401 0.741
C 4.226 1.303 2.045
C 4.793 2.104 -0.278
C 5.210 1.099 -1.370
C 4.057 3.309 -0.894
C 6.074 2.629 0.370
H 3.336 1.468 6.380
H 1.981 0.942 5.363
H 2.890 2.396 4.932
H 4.297 -0.907 6.084
H 4.645 -1.530 4.464
H 2.970 -1.359 5.014
H 5.661 1.027 5.734
H 5.399 2.183 4.432
H 6.103 0.583 4.084
H 1.769 -0.581 3.454
H -0.105 -0.945 3.559
H -2.212 -4.394 2.229
H -1.606 -5.976 0.795
H -2.510 -6.202 -0.705
H -3.283 -5.392 0.659
H 0.221 -4.933 -0.533
H -0.090 -3.572 -1.621
H -0.713 -5.186 -2.020
H -3.848 -3.586 -0.905
H -2.978 -4.309 -2.269
H -2.598 -2.653 -1.755
H -3.463 -1.885 4.523
H -2.060 -0.930 5.050
H -2.774 -2.130 6.138
H -3.221 -4.404 4.144
H -2.495 -4.534 5.745
H -1.630 -5.176 4.346
H 0.145 -2.021 5.451
H 0.442 -3.693 4.934
H -0.513 -3.361 6.391
H 5.141 1.784 2.359
H 4.344 0.638 -1.842
H 5.825 0.304 -0.938
H 5.800 1.609 -2.138
H 3.110 3.018 -1.346
H 4.682 3.777 -1.659
H 3.841 4.045 -0.117
H 6.669 1.821 0.803
H 5.863 3.376 1.141
H 6.680 3.113 -0.400
C -3.612 0.345 1.998
N -3.296 1.150 0.822
C -2.511 2.353 1.077
C -3.545 0.695 -0.438
N -2.616 0.845 -1.366
C -2.874 0.862 -2.766
C -4.096 1.307 -3.284
C -4.338 1.388 -4.642
C -3.329 1.050 -5.533
C -2.094 0.673 -5.040
C -1.836 0.570 -3.666
N -0.492 0.366 -3.220
C 0.394 -0.225 -4.028
N 0.115 -1.389 -4.657
C -0.961 -2.250 -4.167
C 0.534 -1.647 -6.031
N 1.600 0.332 -4.229
C 1.853 1.748 -3.927
C 2.801 -0.457 -4.497
N -4.760 0.114 -0.607
C -5.071 -0.882 -1.619
C -5.910 0.510 0.202
H -2.710 0.236 2.602
H -3.939 -0.652 1.702
H -4.380 0.814 2.621
H -3.063 3.000 1.763
H -2.344 2.897 0.148
H -1.541 2.130 1.531
H -4.854 1.649 -2.590
H -5.297 1.745 -5.000
H -3.485 1.129 -6.602
H -1.278 0.512 -5.738
H -1.096 -2.093 -3.101
H -0.680 -3.289 -4.343
H -1.905 -2.048 -4.682
H 1.122 -0.817 -6.416
H -0.356 -1.759 -6.657
H 1.118 -2.566 -6.103
H 0.928 2.315 -3.997
H 2.566 2.133 -4.656
H 2.279 1.866 -2.932
H 2.568 -1.515 -4.540
H 3.519 -0.293 -3.693
H 3.262 -0.146 -5.435
H -4.191 -1.145 -2.188
H -5.832 -0.507 -2.306
H -5.458 -1.775 -1.133
H -5.707 1.441 0.721
H -6.182 -0.257 0.930
H -6.763 0.663 -0.462
Br -1.451 3.596 -3.595
C -0.440 4.540 -2.288
C -0.249 5.902 -2.445
C 0.518 6.546 -1.483
C 1.018 5.817 -0.416
C 0.727 4.467 -0.338
N 0.018 3.825 -1.281
C 1.189 3.658 0.867
O 1.977 4.188 1.647
O 0.730 2.464 0.921
H -0.687 6.427 -3.281
H 0.710 7.609 -1.571
H 1.614 6.265 0.367

Properties
**Highest occupied orbital energy**: -0.3541 Ha
**Charge**: +1
**ΔE to the lowest compared entry with this formula, charge and spin**: 3.7 kJ/mol
**Kohn-Sham gap**: 5.77 eV

No. 3
Molecular formula: C50H90N5O7
Method: DFT, ωB97M-V/def2-TZVPD

Geometry (Å):
C -2.626 -1.036 1.191
N -1.208 -0.773 1.614
C -0.251 -1.590 0.837
C 0.840 -0.736 0.077
C 1.513 0.306 0.647
N 1.305 0.746 2.036
C 1.926 -0.078 2.751
O 2.260 -0.702 3.661
C 2.571 1.075 -0.222
O 3.519 1.609 0.316
C 2.410 1.103 -1.788
C 3.007 2.345 -2.522
C 4.129 2.009 -3.599
C 4.014 3.068 -4.806
C 3.801 2.359 -6.212
C 2.556 2.876 -7.038
C 1.202 3.007 -6.213
C 0.089 2.142 -6.933
C -1.047 1.586 -5.975
C -2.404 2.401 -6.010
O -2.905 2.687 -4.683
C -3.217 1.490 -3.981
C 1.765 0.045 -2.379
C 1.554 -0.024 -3.920
C 2.237 -1.264 -4.648
C 1.172 -2.301 -5.246
C 3.327 -2.028 -3.798
C 1.213 -1.068 -1.419
O 1.009 -2.212 -1.775
H -3.334 -0.927 2.066
H -2.957 -0.304 0.394
H -2.761 -2.103 0.846
H -1.075 0.228 1.464
H -0.752 -2.217 0.042
H 0.301 -2.272 1.555
H 3.503 2.996 -1.741
H 2.198 2.996 -2.968
H 5.120 2.151 -3.071
H 4.115 0.946 -3.956
H 5.037 3.554 -4.849
H 3.293 3.898 -4.586
H 3.790 1.245 -6.037
H 4.714 2.569 -6.849
H 2.782 3.871 -7.518
H 2.424 2.151 -7.898
H 0.879 4.088 -6.316
H 1.304 2.819 -5.113
H -0.410 2.826 -7.688
H 0.487 1.271 -7.522
H -1.301 0.528 -6.289
H -0.674 1.587 -4.919
H -2.285 3.371 -6.577
H -3.229 1.800 -6.511
H -2.295 0.920 -3.643
H -3.839 0.755 -4.573
H -3.787 1.728 -3.037
H 1.890 0.908 -4.441
H 0.440 -0.100 -4.100
H 2.776 -0.846 -5.554
H 0.980 -2.045 -6.329
H 1.697 -3.299 -5.253
H 0.234 -2.354 -4.638
H 2.912 -2.916 -3.247
H 4.065 -2.462 -4.544
H 3.950 -1.356 -3.137
C 4.774 7.004 2.997
C 3.281 7.313 2.696
C 2.352 6.677 3.754
C 2.084 5.190 3.562
C 1.629 4.915 2.134
C 2.627 5.441 1.093
N 2.962 6.886 1.300
O 1.919 7.603 0.885
C 3.895 4.558 1.151
C 2.065 5.176 -0.317
C 3.186 8.841 2.907
H 5.217 6.261 2.340
H 5.400 7.889 2.857
H 4.917 6.662 4.024
H 1.382 7.190 3.736
H 2.756 6.843 4.756
H 2.975 4.608 3.812
H 1.306 4.868 4.260
H 1.483 3.836 2.007
H 0.643 5.370 1.982
H 4.668 4.934 0.475
H 3.666 3.534 0.842
H 4.321 4.471 2.150
H 1.084 5.630 -0.471
H 1.941 4.104 -0.486
H 2.744 5.554 -1.086
H 3.760 9.385 2.153
H 3.587 9.112 3.888
H 2.157 9.205 2.878
C -8.881 -3.692 1.920
C -7.583 -3.152 2.581
C -7.784 -2.905 4.093
C -8.504 -1.611 4.444
C -7.845 -0.432 3.736
C -7.768 -0.635 2.216
N -7.125 -1.935 1.843
O -5.816 -1.807 2.046
C -9.200 -0.533 1.642
C -7.039 0.570 1.587
C -6.605 -4.343 2.469
H -9.410 -2.964 1.312
H -8.665 -4.509 1.226
H -9.586 -4.073 2.663
H -6.805 -2.880 4.587
H -8.320 -3.747 4.542
H -9.564 -1.684 4.187
H -8.464 -1.454 5.525
H -8.404 0.481 3.968
H -6.842 -0.284 4.152
H -9.208 -0.739 0.568
H -9.599 0.475 1.779
H -9.914 -1.197 2.127
H -6.040 0.719 2.000
H -7.592 1.494 1.772
H -6.950 0.451 0.504
H -6.345 -4.548 1.427
H -7.062 -5.246 2.881
H -5.679 -4.179 3.024
C 2.985 -6.932 0.810
C 2.756 -7.056 2.342
C 1.282 -6.781 2.713
C 0.899 -5.309 2.774
C 1.882 -4.543 3.652
C 3.336 -4.724 3.193
N 3.719 -6.165 3.058
O 3.886 -6.652 4.285
C 3.518 -3.967 1.857
C 4.268 -3.966 4.165
C 2.992 -8.559 2.615
H 3.508 -6.029 0.509
H 3.617 -7.742 0.435
H 2.045 -6.968 0.256
H 1.071 -7.215 3.698
H 0.617 -7.297 2.014
H 0.856 -4.885 1.765
H -0.109 -5.212 3.186
H 1.612 -3.481 3.647
H 1.764 -4.877 4.689
H 4.522 -4.123 1.451
H 3.393 -2.891 2.003
H 2.790 -4.244 1.094
H 4.158 -4.295 5.199
H 4.049 -2.896 4.157
H 5.316 -4.089 3.876
H 4.036 -8.836 2.448
H 2.376 -9.165 1.945
H 2.724 -8.847 3.634

Properties
**Highest occupied orbital energy (alpha / beta)**: -0.3169 / -0.3325 Ha
**Charge**: 0
**Multiplicity**: 4
**Kohn-Sham gap (alpha / beta)**: 7.60 / 8.02 eV

| no. | energy (a.u.) |
| --- | --- |
| 1 | -3563.89260 |
| 2 | -5475.35950 |
| 3 | -2759.22531 |